Entry from the OMol25 dataset: the ion C39H37N4 with charge +1 in a non-equilibrium geometry (the ωB97M-V functional and the def2-TZVPD basis).

Summary:
- SMILES = CN(C)[NH2+]C(c1ccc(N(c2ccccc2)c2ccccc2)cc1)c1ccc(N(c2ccccc2)c2ccccc2)cc1
- E_LUMO (eV) = -2.301
- relative energy (zero: lowest compared OMol25 entry of this formula, charge and spin) (kJ/mol) = 0.0
- F_max (eV/A) = 2.4
- HOMO-LUMO gap (eV) = 7.858

```
! wB97M-V def2-TZVPD RIJCOSX def2/J DEFGRID3
* xyz 1 1
C 5.1192 -2.0877 -0.2798
N 4.2808 -0.9238 0.0087
C 4.8818 -0.1156 1.0771
N 2.9709 -1.3474 0.4445
C 1.8956 -1.1900 -0.5100
C 1.7155 0.2707 -0.9024
C 2.8024 1.1375 -1.0780
C 2.6221 2.4969 -1.2968
C 1.3529 2.9712 -1.6532
N 1.2204 4.3255 -2.0070
C 0.5517 4.7489 -3.1938
C 1.3075 4.9970 -4.3508
C 0.6842 5.4899 -5.4970
C -0.6936 5.7379 -5.4896
C -1.4406 5.5123 -4.3282
C -0.8148 5.0284 -3.1752
C 1.5859 5.3083 -1.0421
C 0.6553 5.6676 -0.0624
C 0.9722 6.6573 0.8650
C 2.2321 7.2647 0.8355
C 3.1648 6.8935 -0.1376
C 2.8406 5.9207 -1.0855
C 0.2647 2.0812 -1.6466
C 0.4440 0.7607 -1.2239
C 0.6730 -1.8776 0.0966
C 0.3440 -3.1672 -0.3299
C -0.7663 -3.8364 0.1841
C -1.5286 -3.2629 1.2165
N -2.6560 -3.9110 1.7328
C -3.2381 -3.5121 2.9702
C -4.5546 -3.0358 2.9970
C -5.1204 -2.6423 4.2138
C -4.4134 -2.8252 5.4073
C -3.1254 -3.3729 5.3829
C -2.5215 -3.6796 4.1618
C -3.2745 -5.0067 1.0514
C -3.0174 -6.3208 1.4688
C -3.6520 -7.3943 0.8384
C -4.5866 -7.1569 -0.1765
C -4.8830 -5.8437 -0.5588
C -4.2235 -4.7719 0.0489
C -1.1898 -1.9680 1.6543
C -0.1094 -1.2774 1.0910
H 6.0690 -1.6675 -0.6253
H 5.2937 -2.6776 0.6377
H 4.6795 -2.7148 -1.0686
H 5.8606 0.1866 0.6923
H 4.2644 0.7738 1.2736
H 5.0144 -0.7079 2.0009
H 2.7855 -0.8010 1.2901
H 3.0918 -2.3391 0.6810
H 2.2505 -1.7475 -1.3912
H 3.8246 0.7765 -1.0732
H 3.4646 3.1920 -1.2695
H 2.3824 4.8107 -4.3265
H 1.2739 5.6787 -6.3962
H -1.1874 6.1131 -6.3888
H -2.5126 5.7088 -4.3072
H -1.3699 4.8667 -2.2501
H -0.3141 5.1664 -0.0612
H 0.2308 6.9422 1.6103
H 2.4831 8.0272 1.5752
H 4.1498 7.3596 -0.1597
H 3.5464 5.6290 -1.8643
H -0.7259 2.4319 -1.9398
H -0.4081 0.0839 -1.1802
H 0.9348 -3.6442 -1.1099
H -1.0483 -4.8203 -0.1857
H -5.1094 -2.9549 2.0627
H -6.1187 -2.2041 4.2203
H -4.8736 -2.5442 6.3604
H -2.5877 -3.5571 6.3126
H -1.5084 -4.0781 4.1196
H -2.3149 -6.4909 2.2860
H -3.4194 -8.4179 1.1407
H -5.0910 -7.9935 -0.6678
H -5.6283 -5.6431 -1.3308
H -4.4462 -3.7403 -0.2282
H -1.7906 -1.4968 2.4336
H 0.0825 -0.2488 1.4058
*
```


Entry from the OMol25 dataset: a structure of composition C39H37NP2Pd in a non-equilibrium geometry (the ωB97M-V functional and the def2-TZVPD basis).

Summary:
- E_LUMO (alpha / beta) (eV) = -11.102 / -15.500
- F_max (eV/A) = 2.8
- HOMO-LUMO gap (alpha / beta) (eV) = 7.222 / 3.290

```
! wB97M-V def2-TZVPD RIJCOSX def2/J DEFGRID3
* xyz 4 5
Pd 0.7619 -1.3810 -1.2092
C 0.1275 -5.0375 -0.5245
C 0.6681 -3.9867 -1.4165
C -0.1636 -3.3267 -2.3624
C 0.3854 -2.4767 -3.3444
C 1.7621 -2.2093 -3.3402
C 2.5855 -2.8047 -2.3628
C 2.0434 -3.6765 -1.4117
H 0.3608 -6.0165 -0.9597
H -0.9540 -4.9846 -0.4325
H 0.5984 -5.0196 0.4574
H -1.2144 -3.5966 -2.4166
H -0.2431 -2.1009 -4.1469
H 2.2053 -1.6202 -4.1356
H 3.6623 -2.6717 -2.4120
H 2.7014 -4.2127 -0.7397
C 0.3669 0.4416 1.6181
N -0.3359 1.6122 1.1611
C -0.8818 1.6660 -0.1655
P 0.2087 1.0010 -1.5694
C 1.8431 1.7262 -1.2350
C 2.0382 3.1069 -1.1446
C 3.3172 3.6005 -0.9498
C 4.3994 2.7337 -0.8660
C 4.2080 1.3556 -0.9414
C 2.9298 0.8528 -1.1012
C -0.4608 1.8676 -3.0208
C -1.8318 2.0618 -3.2210
C -2.2822 2.6951 -4.3720
C -1.3903 3.0687 -5.3720
C -0.0291 2.8687 -5.1758
C 0.4349 2.2305 -4.0350
C -0.4944 2.6749 2.0173
C -1.6201 3.5340 1.9300
C -1.7811 4.5651 2.8228
C -0.8285 4.8102 3.8182
C 0.2961 3.9808 3.9053
C 0.4609 2.9310 3.0343
P -0.2724 -1.2136 0.9543
C 0.2813 -2.3782 2.2405
C 1.6149 -2.3324 2.6637
C 2.0802 -3.2813 3.5575
C 1.2152 -4.2565 4.0423
C -0.0964 -4.3315 3.5902
C -0.5734 -3.3881 2.6937
C -2.0718 -1.0954 1.1676
C -2.6156 -0.6724 2.3865
C -3.9884 -0.6255 2.5410
C -4.8182 -1.0241 1.4995
C -4.2810 -1.4152 0.2756
C -2.9056 -1.4617 0.1083
H 0.3148 0.3948 2.7111
H 1.4291 0.4883 1.3215
H -1.0938 2.7077 -0.4241
H -1.8177 1.0839 -0.2236
H 1.2029 3.7885 -1.2340
H 3.4762 4.6647 -0.8676
H 5.3968 3.1249 -0.7224
H 5.0609 0.6944 -0.8819
H 2.7597 -0.2452 -1.1330
H -2.5530 1.7117 -2.4951
H -3.3361 2.8984 -4.4956
H -1.7518 3.5220 -6.2835
H 0.6752 3.2224 -5.9166
H 1.4902 2.0184 -3.9266
H -2.4077 3.3268 1.2211
H -2.6762 5.1707 2.7830
H -0.9578 5.6307 4.5097
H 1.0590 4.1936 4.6390
H 1.3730 2.3573 3.0744
H 2.2892 -1.5744 2.2876
H 3.1109 -3.2526 3.8796
H 1.5596 -4.9427 4.8079
H -0.7542 -5.1141 3.9399
H -1.5984 -3.4396 2.3578
H -1.9727 -0.4079 3.2135
H -4.4089 -0.3102 3.4842
H -5.8879 -1.0625 1.6553
H -4.9373 -1.6781 -0.5410
H -2.4665 -1.7596 -0.8415
*
```


Entry from the OMol25 dataset: a structure of composition C39H38As2CdN3O6S (the ωB97M-V functional and the def2-TZVPD basis).

Summary:
- E_LUMO (eV) = 2.486
- relative energy (zero: lowest compared OMol25 entry of this formula, charge and spin) (kJ/mol) = 25.3
- F_max (eV/A) = 0.4
- HOMO-LUMO gap (eV) = 7.839

```
! wB97M-V def2-TZVPD RIJCOSX def2/J DEFGRID3
* xyz -1 1
Cd -0.7701 0.9957 -0.1314
O -6.2777 -2.1578 0.0319
C -5.1321 -1.4255 -0.0427
C -4.6063 -1.0149 -1.2611
C -3.4221 -0.3024 -1.2503
N -2.8245 0.0177 -0.1102
C -3.2925 -0.4085 1.0579
C -4.4662 -1.1334 1.1417
C -2.3777 -0.1835 2.2708
O -2.8054 -0.5409 3.3655
O -1.2337 0.3085 2.0066
C -2.6454 0.0141 -2.5362
O -3.2158 -0.2101 -3.6033
O -1.4362 0.3527 -2.3464
H -6.5645 -2.3678 -0.8652
H -5.0570 -1.2728 -2.2113
H -4.8159 -1.4886 2.0996
C 1.0153 -2.5216 -1.6636
C 2.2688 -1.8656 -1.0934
As 1.9369 0.0739 -0.9036
C 2.4477 0.6380 -2.6937
C 3.7742 0.6450 -3.1155
C 4.0916 1.0251 -4.4103
C 3.0835 1.3984 -5.2912
C 1.7613 1.3883 -4.8745
C 1.4377 1.0106 -3.5762
C 3.4608 0.6766 0.1292
C 3.8016 2.0250 0.0464
C 4.8012 2.5445 0.8547
C 5.4651 1.7219 1.7551
C 5.1217 0.3803 1.8489
C 4.1183 -0.1406 1.0425
As -0.4802 -2.2624 -0.4028
C 0.1095 -3.4683 1.0106
C 0.1533 -2.9406 2.2996
C 0.5952 -3.7240 3.3604
C 0.9957 -5.0321 3.1382
C 0.9498 -5.5656 1.8552
C 0.5066 -4.7864 0.7973
C -1.8542 -3.3491 -1.2535
C -2.6891 -4.1456 -0.4719
C -3.7864 -4.7798 -1.0364
C -4.0649 -4.6169 -2.3877
C -3.2449 -3.8153 -3.1692
C -2.1469 -3.1818 -2.6048
H 1.1709 -3.5845 -1.8585
H 0.7203 -2.0407 -2.6007
H 3.1341 -2.0004 -1.7450
H 2.5064 -2.2915 -0.1159
H 4.5642 0.3653 -2.4279
H 5.1261 1.0352 -4.7312
H 3.3328 1.6978 -6.3017
H 0.9707 1.6783 -5.5547
H 0.3985 1.0033 -3.2598
H 3.2643 2.6796 -0.6306
H 5.0308 3.6001 0.8035
H 6.2360 2.1304 2.3962
H 5.6304 -0.2635 2.5561
H 3.8541 -1.1877 1.1364
H -0.1662 -1.9174 2.4769
H 0.6190 -3.3071 4.3590
H 1.3398 -5.6423 3.9643
H 1.2560 -6.5902 1.6822
H 0.4587 -5.2092 -0.2008
H -2.4876 -4.2642 0.5865
H -4.4301 -5.3930 -0.4179
H -4.9245 -5.1080 -2.8282
H -3.4701 -3.6576 -4.2163
H -1.5449 -2.5208 -3.2197
C 1.2700 2.4776 2.5361
C 1.2060 3.7559 1.7413
O 2.1544 4.5127 1.6881
H 1.1816 2.7512 3.5920
H 2.2498 2.0200 2.3958
H 0.4644 1.7826 2.3088
S 0.0372 3.2780 -0.6009
C -0.1028 4.1247 1.0110
N -0.1964 5.5602 0.7633
C -0.3478 6.3281 1.9969
C -1.6203 5.8855 2.7046
C -1.5529 4.3791 2.9423
N -1.2566 3.6287 1.7266
H 0.6431 5.8489 0.2751
H -0.4008 7.3862 1.7320
H 0.5069 6.2029 2.6804
H -2.4826 6.1186 2.0735
H -1.7349 6.4202 3.6515
H -2.4831 3.9912 3.3601
H -0.7680 4.1644 3.6767
H -2.0432 3.6568 1.0866
*
```


Molecular weight values, unit g/mol, following the record order: 561.8 688.1 939.1.
E values, unit eV, following the record order: -46996.448 -64548.740 -194897.104.